223
Properties=species:S:1:pos:R:3:forces:R:3 method="wB97M-V/def2-TZVPD" e_homo_ev=-3.437 largest_force_ev_per_a=12.6 total_charge=-1 total_energy_ev=-364516.567
C 0.6325 4.7914 -1.1090 -0.57 -0.71 1.48
N 0.6806 3.2953 -0.8964 1.99 0.85 -0.48
C 1.8847 2.8084 -0.5069 -1.00 -1.22 0.91
C 2.0005 1.4564 -0.1745 -0.76 -0.05 -0.28
C 0.8701 0.5960 -0.2610 -1.20 0.76 -1.71
C -0.3486 1.1536 -0.8308 1.56 0.46 1.08
C -0.3724 2.5169 -1.1033 -0.29 0.14 0.64
C 0.9342 -0.8615 0.1112 1.37 0.40 -0.58
C 2.0005 -1.6588 -0.3251 -0.85 0.17 0.81
C 2.1071 -2.9817 0.1590 0.00 1.28 -1.66
N 1.2104 -3.4458 1.0045 0.49 0.67 1.10
C 0.2411 -2.6245 1.5120 -0.41 -1.42 -0.75
C -0.0048 -1.4130 0.9790 -0.03 0.75 0.14
C 1.3355 -4.8154 1.5484 0.01 0.68 -0.80
H -0.4082 5.1151 -1.0940 0.17 -0.10 -0.66
H 1.2230 5.0921 -1.9745 -0.25 -0.06 0.21
H 1.0047 5.1713 -0.1575 0.46 0.45 -0.39
H 2.6488 3.5272 -0.2504 0.30 0.09 -0.51
H 2.9512 1.0969 0.1906 0.07 -0.25 0.25
H -1.2929 0.6444 -0.9553 0.27 -0.43 0.14
H -1.2124 3.1617 -1.3155 -0.59 -0.83 -0.61
H 2.7230 -1.2917 -1.0389 0.30 -0.10 0.06
H 2.8651 -3.6067 -0.2895 0.23 -0.43 0.29
H -0.4616 -3.0448 2.2162 0.29 -0.32 0.17
H -0.9006 -0.8877 1.2757 0.13 0.26 0.17
H 1.6127 -4.7167 2.5980 -0.34 -0.38 0.03
H 2.1182 -5.3413 1.0017 -0.12 0.13 0.08
H 0.3611 -5.2332 1.2954 0.23 -0.44 0.68
C -1.4479 -14.1802 2.4905 0.48 -1.14 -0.29
N -1.6994 -12.8145 2.1488 -0.18 2.71 -0.55
C -1.1884 -12.3089 0.9628 -1.35 1.75 1.07
C -1.4344 -10.9509 0.6063 -0.18 -2.97 0.94
C -2.1583 -10.1858 1.5219 -0.29 2.12 -1.57
C -2.6891 -10.7067 2.6829 1.17 -0.45 0.78
C -2.4013 -12.0217 3.0354 0.49 0.32 -1.58
C -2.3987 -8.7106 1.1917 -0.21 0.97 -0.80
C -3.5598 -7.9561 1.5260 0.46 0.55 0.36
C -3.6554 -6.5999 1.2199 1.90 0.43 -1.70
N -2.6645 -5.9538 0.4612 0.25 -2.63 1.02
C -1.5933 -6.6625 0.0234 -1.50 -0.22 1.56
C -1.4685 -8.0016 0.4194 0.39 0.07 -0.39
C -2.7657 -4.5408 0.1623 -0.36 0.72 0.29
H -2.1375 -14.5040 3.2701 0.26 -0.02 -0.10
H -0.4004 -14.2815 2.7743 -0.13 -0.15 0.29
H -1.5993 -14.7605 1.5803 -0.09 -0.25 0.24
H -0.6206 -12.9701 0.3250 -0.11 -0.20 0.12
H -1.1869 -10.6810 -0.4097 0.31 0.50 0.23
H -3.0708 -9.9497 3.3520 -0.48 -0.46 0.47
H -2.6682 -12.4819 3.9753 -0.10 0.01 -0.07
H -4.3727 -8.3457 2.1208 0.00 -0.21 -0.02
H -4.4623 -5.9113 1.4229 -0.24 -0.50 0.51
H -0.8408 -6.1420 -0.5502 0.49 0.22 -0.48
H -0.5427 -8.4220 0.0552 0.07 -0.43 0.22
H -2.3292 -3.9022 0.9302 0.16 -0.44 0.41
H -3.8388 -4.3534 0.2000 0.19 0.58 -0.82
H -2.2008 -4.3075 -0.7402 -0.66 -0.06 -0.32
C 3.1081 7.0249 -6.3761 -0.55 1.55 -0.43
N 2.7459 5.6626 -6.0940 2.27 -1.23 0.66
C 1.4568 5.3639 -6.0694 -0.58 -3.48 -0.54
C 1.0427 4.0068 -5.7998 1.31 3.02 0.21
C 2.0330 3.0705 -5.4344 -2.29 0.33 -0.31
C 3.3453 3.4683 -5.4016 1.99 1.10 -0.30
C 3.7423 4.7597 -5.7141 -2.48 0.02 -0.66
C 1.5834 1.6979 -5.1259 -0.60 -0.37 0.37
C 2.4100 0.6075 -5.4016 -1.30 0.20 0.53
C 1.9723 -0.6471 -4.9815 0.33 0.13 0.25
N 0.7489 -0.8420 -4.4624 -0.76 -0.47 0.99
C -0.0805 0.1973 -4.2008 0.85 0.98 -0.64
C 0.3128 1.4944 -4.5040 0.77 -1.22 0.01
C 0.2770 -2.2299 -4.0449 1.31 -0.24 -0.27
H 2.6089 7.6024 -5.5981 1.03 0.38 0.37
H 2.6203 7.4230 -7.2658 -0.11 -0.62 -0.40
H 4.1734 7.1758 -6.5510 -0.15 -0.10 0.75
H 0.8027 6.0910 -6.5274 -0.21 0.14 0.53
H -0.0320 3.8994 -5.7977 0.10 -0.69 0.06
H 4.1913 2.8325 -5.1864 -0.22 -0.60 0.35
H 4.7808 5.0510 -5.7693 -0.16 0.33 0.23
H 3.3802 0.7234 -5.8618 0.13 -0.15 0.21
H 2.6986 -1.4428 -4.9061 -0.14 -0.67 -0.33
H -1.0427 0.0379 -3.7370 0.16 -0.39 -0.10
H -0.3821 2.2332 -4.1329 0.13 0.66 -0.29
H -0.2751 -2.6801 -4.8700 -0.07 0.26 0.18
H -0.2666 -2.2682 -3.1009 -0.17 0.67 -0.24
H 1.1638 -2.8340 -3.8533 0.24 -0.05 -0.12
C -5.8397 2.3864 -1.5640 -0.42 0.61 -0.84
N -5.6078 3.8570 -1.8837 -1.10 -0.15 0.41
C -4.5208 4.4977 -1.4715 0.97 0.43 -0.38
C -4.3036 5.8499 -1.7753 -0.17 0.52 -0.19
C -5.2199 6.5735 -2.5286 -0.43 -1.42 -0.13
C -6.3999 5.8836 -2.8914 0.19 -0.40 0.50
C -6.6012 4.5693 -2.4840 0.65 0.66 -0.68
C -4.9198 7.9191 -3.0845 0.28 0.38 -0.44
C -4.7098 9.0507 -2.3138 0.78 0.12 0.66
C -4.3054 10.2733 -2.8579 -1.69 -1.11 -0.73
N -4.3385 10.4076 -4.2157 0.67 0.42 -0.52
C -4.5073 9.3326 -5.0422 -0.14 -1.29 2.25
C -4.7581 8.0640 -4.4565 -0.01 1.34 -1.38
C -3.9732 11.7264 -4.8788 -0.09 -1.06 -0.07
H -6.6156 2.3403 -0.7999 0.66 -0.04 0.51
H -4.8905 1.8748 -1.4049 -0.15 0.29 0.47
H -6.3122 1.9084 -2.4221 0.28 0.28 -0.33
H -3.7481 3.9326 -0.9715 -0.10 -0.17 0.18
H -3.3888 6.3535 -1.4997 0.29 -0.34 0.36
H -7.1627 6.3579 -3.4910 -0.13 0.04 0.10
H -7.5323 4.0735 -2.7154 0.17 -0.28 0.02
H -4.7365 8.9155 -1.2426 0.09 0.44 0.17
H -4.1826 11.1379 -2.2225 0.39 0.10 -0.22
H -4.3846 9.4600 -6.1076 -0.10 0.19 0.10
H -4.8458 7.2111 -5.1133 0.01 -0.08 -0.06
H -4.2075 11.6198 -5.9380 0.04 -0.04 0.11
H -2.8927 11.8279 -4.7773 -0.19 0.39 0.18
H -4.5635 12.5660 -4.5119 0.25 -0.26 0.41
C -0.6418 -4.1330 8.4769 1.13 0.08 0.51
N -0.2989 -2.8737 7.7093 -1.18 0.13 2.85
C 0.2048 -2.9914 6.5087 0.23 1.61 -2.06
C 0.4022 -1.8106 5.7258 -0.57 0.65 1.04
C 0.1856 -0.5175 6.2711 -0.05 -1.95 1.73
C -0.2147 -0.4332 7.6479 -1.03 -3.22 0.49
C -0.5364 -1.6578 8.3384 2.06 1.15 -2.46
C 0.4838 0.7049 5.5495 -1.04 3.06 -0.80
C 1.6632 0.8442 4.8026 -1.05 -1.49 1.32
C 1.9456 2.0121 4.1851 0.48 2.11 -0.36
N 1.1544 3.1268 4.2562 -1.09 -2.26 0.04
C -0.0411 3.0326 4.9264 0.48 -0.64 0.50
C -0.4009 1.8692 5.6223 2.22 -0.92 -0.79
C 1.5609 4.2522 3.3890 -1.08 0.97 0.87
H -1.1749 -3.9210 9.4038 -0.81 0.45 -0.63
H 0.2637 -4.5468 8.9207 0.60 -0.05 -0.84
H -1.0846 -4.8826 7.8211 -0.12 0.37 0.06
H 0.3810 -3.9825 6.1177 0.19 -0.28 0.07
H 0.6387 -1.8760 4.6740 0.51 -0.31 0.01
H -0.3833 0.4645 8.2242 0.24 0.26 -0.33
H -0.7153 -1.7076 9.4023 -0.44 0.03 -0.15
H 2.3298 -0.0050 4.8345 0.42 0.13 -0.66
H 2.8714 2.2100 3.6654 0.10 -0.54 -0.22
H -0.6912 3.8945 4.9576 0.12 0.20 -0.29
H -1.2910 1.8470 6.2336 -0.15 0.06 -0.25
H 2.4444 4.6973 3.8466 0.34 -0.28 -0.72
H 0.8002 5.0308 3.4456 -0.12 -0.07 0.11
H 1.5628 3.9402 2.3446 0.65 -0.10 0.27
N -1.5003 -4.8358 3.5269 -4.88 1.84 1.61
S -1.1762 -6.1495 4.2377 7.72 -6.69 2.08
O -1.9558 -7.3605 4.0538 -1.02 1.12 -0.45
O -0.4825 -6.1251 5.5202 -1.81 1.03 -1.23
F 0.0935 -6.4939 3.2882 -0.84 0.11 -0.08
S -2.9679 -4.6901 4.5216 -4.17 3.86 0.94
O -2.8300 -4.5317 5.9660 0.85 -0.67 -2.17
O -4.1883 -5.3924 4.1086 2.55 0.38 -0.33
F -3.4048 -3.1408 4.1313 1.20 -1.41 -0.37
N 6.3697 5.9913 -0.4979 3.45 -5.38 -4.22
S 5.2137 6.8639 -0.3917 -5.74 9.67 5.63
O 3.9785 6.2705 0.0419 -0.41 -0.64 -1.16
O 5.1486 8.0669 -1.1964 0.01 -1.40 -0.01
F 5.6312 7.5481 1.0524 0.38 -0.43 -0.60
S 5.7198 5.1581 -1.8180 1.18 -2.30 -3.01
O 5.3061 5.9819 -2.9985 0.05 -1.79 2.87
O 4.9694 3.9849 -1.3974 0.54 1.80 -0.79
F 7.0185 4.5148 -2.4754 0.13 0.25 0.95
N -0.0527 9.9902 0.2444 -4.68 3.66 0.10
S 0.3797 8.5891 0.4090 8.04 -8.12 0.20
O -0.2280 7.6517 -0.5553 0.06 1.05 1.84
O 0.7977 8.1914 1.7548 -1.59 0.27 -2.07
F 1.8663 8.7261 -0.2285 -0.94 0.41 -0.21
S -1.6095 9.7226 0.6932 -3.01 2.84 2.36
O -1.7964 9.0699 2.0042 0.23 1.20 -3.32
O -2.6142 9.5148 -0.3531 1.34 -0.46 0.60
F -1.9424 11.2862 0.9912 0.34 -0.57 0.06
N -2.8293 -1.4604 -3.9200 0.78 1.55 3.18
S -3.3557 -2.8709 -4.0934 -2.88 -6.90 -4.22
O -4.6998 -2.8565 -4.6776 2.20 -0.30 1.03
O -3.0538 -3.9127 -3.1013 -0.39 2.20 -0.84
F -2.4079 -3.4014 -5.3533 -0.79 1.03 1.12
S -3.2639 -1.2453 -2.3557 -2.36 4.00 3.06
O -2.3888 -1.6007 -1.2586 -0.13 -0.68 -1.55
O -4.7175 -1.2767 -2.0347 3.22 -0.53 -1.33
F -2.9830 0.3529 -2.3999 -0.14 -0.48 -0.34
N 6.1067 -7.1429 2.1042 -6.59 1.17 0.46
S 7.3764 -6.4194 1.9447 8.84 1.29 1.12
O 7.7648 -5.5045 3.0092 -0.79 -0.57 -1.25
O 7.7782 -6.0808 0.6180 0.04 -0.12 -0.10
F 8.2771 -7.7374 2.3310 0.10 0.28 -0.46
S 5.0970 -5.7803 2.0655 -2.95 -0.52 0.75
O 5.0982 -5.0005 0.8616 0.48 -0.49 0.83
O 4.7974 -5.1306 3.3283 1.25 -0.64 -1.54
F 3.7555 -6.6451 1.9026 -0.27 -0.57 -0.21
N -1.1545 3.8313 1.8185 -1.75 -4.17 -0.30
S -1.9666 5.0240 2.2493 0.11 10.25 -2.70
O -1.8932 5.3659 3.6123 -1.24 -0.50 1.91
O -3.1426 5.3996 1.4034 1.95 -1.69 2.10
F -0.8491 6.1314 1.7370 -1.08 -1.34 -0.17
S -2.4027 2.7756 2.0961 1.59 -5.96 0.61
O -3.1626 2.3304 0.9788 -0.15 0.93 -1.09
O -3.0941 2.7397 3.3572 0.64 1.26 -0.54
F -1.3831 1.4949 2.2806 -0.36 0.77 -0.11
N 6.4565 -1.6093 -3.3612 1.20 6.89 -1.72
S 5.4657 -2.6745 -3.2305 -5.57 -9.98 2.33
O 4.6099 -2.9117 -4.4031 0.35 1.26 1.06
O 4.8908 -2.8048 -1.8833 0.66 0.60 -2.52
F 6.3879 -3.9845 -3.3395 0.20 1.08 0.16
S 5.3928 -0.3061 -3.5419 3.29 3.25 0.12
O 4.0276 -0.3852 -3.0773 0.69 -0.12 -0.41
O 5.6120 0.5135 -4.7620 -0.52 -1.92 1.94
F 6.1321 0.5641 -2.3934 -0.86 -0.37 -1.04
O -3.2107 4.7874 -4.8614 -1.87 2.54 -2.97
C -2.4073 4.1846 -4.0734 3.10 -3.65 5.21
O -1.3402 4.7458 -3.6926 0.47 1.53 -1.36
O -2.7240 3.0947 -3.6137 -1.48 -1.99 0.26
H -2.5380 5.4496 -5.0360 -0.34 1.69 -1.05
O 2.8582 -2.2114 3.5092 -3.02 -0.09 1.50
C 3.6563 -1.4216 2.7675 -0.15 1.65 -1.77
O 4.6342 -1.9990 2.4292 4.15 -1.78 -1.37
O 3.3097 -0.2882 2.3740 -1.91 1.74 0.82
H 3.3741 -3.0084 3.3673 0.26 -1.00 0.79
O 2.2566 -6.9300 -2.0260 0.07 -2.48 0.13
C 2.0182 -5.6540 -2.1779 1.41 5.41 -1.44
O 2.8444 -4.8815 -2.6817 0.20 -1.06 0.05
O 0.8930 -5.2318 -1.7794 -2.38 -0.68 1.23
H 1.3458 -7.1180 -1.7879 -0.23 -1.22 0.41
O 2.8748 -5.4293 5.1412 -1.93 -0.65 -2.03
C 3.2915 -5.0493 6.3140 1.85 0.81 4.48
O 4.4919 -4.7625 6.4106 1.01 0.34 -0.55
O 2.5396 -5.0462 7.3202 -2.50 0.18 0.08
H 3.7322 -5.3488 4.7170 0.50 -0.25 -1.43